1) Below is a cluster of 2 separate species, C3H8S2 in total, with properties calculated with ωB97M-V/def2-TZVPD.

Properties
HOMO energy, Eh: -0.3305
SMILES: C=C.CSS
Molecular weight, g/mol: 108.23
Total charge: 0

The geometry in XYZ format:
```
13
Properties=species:S:1:pos:R:3:mulliken_charge:R:1
C -2.26027 2.53887 -0.57062 -0.441
C -0.92825 2.72340 -0.56779 -0.494
H -2.88784 2.94718 0.20949 0.241
H -2.68492 2.04013 -1.42070 0.220
H -0.40540 3.35812 0.12599 0.269
H -0.46022 2.39346 -1.49359 0.211
C 0.44435 -2.43161 0.42812 -0.795
S 1.61282 -1.11511 0.63726 -0.015
S 3.27532 -2.20728 1.27595 -0.251
H 0.14083 -2.82528 1.40573 0.315
H -0.43772 -1.94485 0.00128 0.255
H 0.57300 -3.36098 -0.17229 0.328
H 4.01830 -2.11604 0.14118 0.157
```

2) Below is an isolated molecule of C3H8S2, with properties calculated with ωB97M-V/def2-TZVPD.

Properties
HOMO energy, Eh: -0.3019
SMILES: CSCSC
Molecular weight, g/mol: 108.23
Total charge: 0

The geometry in XYZ format:
```
13
Properties=species:S:1:pos:R:3:mulliken_charge:R:1
C -2.71200 -0.17350 -0.29842 -0.866
C 0.24837 -0.74481 0.32267 -0.621
C 2.54171 0.78242 -0.08286 -0.752
H -3.24404 0.41422 -1.07783 0.260
H -2.92285 -1.19922 -0.46038 0.311
H -3.07003 0.04930 0.64205 0.317
H -0.07406 -1.77797 0.53328 0.359
H 0.45519 -0.35692 1.32076 0.292
H 3.47030 1.14184 -0.61129 0.285
H 1.78260 1.58018 -0.05803 0.247
H 2.72419 0.60281 0.99088 0.271
S -0.95336 0.37578 -0.51487 -0.047
S 1.75400 -0.69413 -0.70595 -0.057
```

The structure with the least stability is 1).